[1]
The following is a DFT calculation (the ωB97M-V functional and the def2-TZVPD basis) of C3H9NO2S as an isolated structure in a non-equilibrium geometry.

XYZ file:
```
16
Properties=species:S:1:pos:R:3:forces:R:3:nbo_charge:R:1
C 0.977929 0.872796 1.556500 -1.21 -1.56 0.48 -0.944
C 0.398001 -1.264796 -1.303853 0.31 -0.92 -0.48 -0.096
C -0.104422 -1.831614 0.014198 2.27 -1.92 -0.60 -0.647
N -1.535853 0.123335 0.836262 -1.08 0.89 0.85 -1.132
O -0.743945 2.638809 -0.839544 1.71 3.96 -0.53 -0.981
O 0.497502 0.124526 -0.957287 0.51 -0.78 1.37 -0.688
S -0.058232 -0.135093 0.650710 1.40 2.89 0.84 1.741
H 0.735597 0.910848 2.679789 0.25 -0.14 -2.02 0.242
H 2.020804 0.938354 1.242067 -0.36 -0.27 0.03 0.233
H 1.314084 -1.787627 -1.734321 -0.91 1.24 0.68 0.191
H -0.437303 -1.424235 -1.924820 -0.58 0.21 -1.73 0.184
H 0.674660 -2.631052 0.278704 -1.41 1.36 0.84 0.248
H -1.111552 -2.226213 -0.092977 0.07 0.11 0.61 0.261
H -1.812541 1.074001 1.222049 1.00 -1.50 -0.66 0.409
H 0.248084 2.842982 -0.899002 -2.52 -1.69 0.31 0.498
H -1.062811 1.774982 -0.728475 0.55 -1.90 0.02 0.482
```
Positions in Å, forces in eV/Å.

Computed properties:
- Energy relative to the best compared isomer or geometry (same formula, charge and spin): 6.521 eV
- Net charge: 0
- E_LUMO: 0.7 eV
- E_HOMO: -0.315 Eh



[2]
The following is a DFT calculation (the ωB97M-V functional and the def2-TZVPD basis) of a 2-piece molecular cluster, C3H9NO2S2 overall in a non-equilibrium geometry.

XYZ file:
```
17
Properties=species:S:1:pos:R:3:forces:R:3:nbo_charge:R:1
N -0.969087 0.808038 -0.173399 0.04 0.17 -0.26 -0.823
C 0.280684 0.098453 -0.033919 0.21 0.59 -0.45 -0.179
C 0.200136 -1.366568 -0.409263 -0.60 -0.60 1.16 0.432
O -0.859107 -1.927793 -0.537126 0.24 -0.01 -0.04 -0.531
C 0.822180 0.322398 1.368407 0.06 0.44 0.02 -0.517
S 0.946505 2.140701 1.658456 -0.35 -0.06 -0.46 0.101
S 2.663837 2.405116 2.698474 0.37 -0.13 -0.05 -0.129
H -1.299045 0.715969 -1.127784 -0.19 0.02 0.06 0.384
H -1.685004 0.434886 0.437559 0.02 -0.16 -0.02 0.363
H 1.010963 0.573346 -0.703869 -0.06 -0.09 -0.11 0.212
H 1.117445 -1.980631 -0.402829 0.29 0.27 -0.28 0.115
H 1.772532 -0.182444 1.523907 0.05 0.13 0.17 0.234
H 0.095580 0.043176 2.108625 -0.26 -0.77 0.30 0.216
H 3.448618 2.529609 1.614155 0.21 0.05 0.19 0.120
O -2.207921 -1.329585 -2.693802 0.15 0.37 -0.06 -0.955
H -2.738112 -1.603894 -3.441294 -0.28 -0.13 0.00 0.470
H -2.600205 -1.680778 -1.886297 0.09 -0.10 -0.20 0.487
```
Positions in Å, forces in eV/Å.

Computed properties:
- Energy relative to the best compared isomer or geometry (same formula, charge and spin): 1.306 eV
- SMILES: N[C@H](C=O)CSS.O
- Net charge: 0
- E_LUMO: 0.6 eV
- E_HOMO: -0.334 Eh



[3]
The following is a DFT calculation (the ωB97M-V functional and the def2-TZVPD basis) of a 2-piece molecular cluster, C3H9NO3 overall in a non-equilibrium geometry.

XYZ file:
```
16
Properties=species:S:1:pos:R:3:forces:R:3:nbo_charge:R:1
N -1.263840 1.226591 -0.189277 0.42 0.33 -0.83 -0.862
C 0.086678 0.781437 -0.292350 -0.20 -2.02 1.22 -0.178
C 0.080122 -0.620364 -0.993276 -0.03 2.02 -2.07 -0.534
C 1.312127 -1.401263 -0.759252 0.91 -1.07 -0.20 0.791
O 1.496314 -2.343375 -0.048364 -0.62 -0.28 0.46 -0.551
O 2.357783 -0.958362 -1.541283 -0.97 1.78 0.16 -0.735
H -1.448478 2.199451 -0.193809 -0.12 0.48 0.22 0.379
H -2.001527 0.636901 0.115530 -0.09 -0.27 0.46 0.379
H 0.594947 0.475788 0.655794 -0.42 0.94 0.18 0.140
H 0.690227 1.556279 -0.737488 0.24 -0.08 -0.48 0.207
H -0.895419 -1.069346 -0.863128 0.25 -0.65 0.84 0.236
H 0.105401 -0.436683 -2.079412 -0.12 0.06 0.18 0.232
H 2.722211 -1.667480 -2.038840 0.77 -1.18 -0.22 0.495
O -1.629068 0.739030 2.947664 0.22 0.08 0.18 -0.931
H -0.762417 1.071862 3.204941 -0.09 0.25 -0.01 0.468
H -1.445061 -0.190465 2.812551 -0.16 -0.39 -0.07 0.465
```
Positions in Å, forces in eV/Å.

Computed properties:
- Energy relative to the best compared isomer or geometry (same formula, charge and spin): 1.648 eV
- SMILES: NCCC(=O)O.O
- Net charge: 0
- E_LUMO: 0.7 eV
- E_HOMO: -0.325 Eh



[4]
The following is a DFT calculation (the ωB97M-V functional and the def2-TZVPD basis) of a 2-piece molecular cluster, C3H9NO3 overall.

XYZ file:
```
16
Properties=species:S:1:pos:R:3:forces:R:3:nbo_charge:R:1
N -0.940368 -0.660706 0.290690 -0.24 0.28 -0.05 -0.863
C -0.053237 -0.242982 1.373512 0.14 -0.23 -0.24 -0.234
C 1.177097 -1.116236 1.520786 -0.10 -0.06 0.08 -0.069
O 1.949055 -0.563435 2.568477 0.04 0.07 0.16 -0.721
H -1.619251 -1.347245 0.573856 -0.03 -0.17 0.10 0.376
H -0.448034 -1.005367 -0.521351 0.18 -0.12 -0.16 0.392
H -0.607681 -0.268461 2.305415 -0.08 0.18 0.14 0.200
H 0.278698 0.777860 1.185952 -0.03 0.10 0.10 0.196
H 0.878667 -2.146154 1.736983 -0.04 -0.09 0.08 0.153
H 1.738442 -1.127946 0.587675 0.10 0.04 -0.25 0.158
H 2.742439 -1.087455 2.697452 0.05 -0.04 -0.02 0.473
O -0.294713 0.085932 -2.633266 0.24 -0.08 0.15 -0.628
C -0.643652 1.207524 -2.357306 -0.54 -0.36 -0.22 0.652
O -1.220999 1.577082 -1.228808 -0.04 0.03 0.01 -0.704
H -0.592662 2.019638 -3.084091 0.18 0.33 0.05 0.108
H -1.340035 0.761167 -0.647414 0.18 0.11 0.05 0.510
```
Positions in Å, forces in eV/Å.

Computed properties:
- Energy relative to the best compared isomer or geometry (same formula, charge and spin): 0.975 eV
- SMILES: NCCO.O=CO
- Net charge: 0
- E_LUMO: 0.8 eV
- E_HOMO: -0.371 Eh



[5]
The following is a DFT calculation (the ωB97M-V functional and the def2-TZVPD basis) of C3H9NO3 as an isolated structure in a non-equilibrium geometry.

XYZ file:
```
16
Properties=species:S:1:pos:R:3:forces:R:3:nbo_charge:R:1
C -0.658820 -1.218293 -0.359771 0.94 -0.31 0.65 0.512
C 1.019288 -0.227777 -0.394240 -0.52 -0.97 0.12 -0.212
C 2.273266 -0.965445 -0.044863 0.04 -0.22 -0.10 -0.668
O -0.069786 -0.521395 0.587428 0.44 0.36 -0.54 -0.504
O -1.841408 -0.816591 -0.755122 -0.10 1.89 -0.71 -0.689
H -1.888725 0.212913 -0.574583 -0.22 -1.70 0.52 0.514
H -0.418900 -2.262001 -0.545522 0.14 0.18 0.09 0.169
H 0.744049 -0.076472 -1.442289 -0.41 0.52 0.46 0.209
H 2.733238 -0.596298 0.874323 -0.25 0.07 0.14 0.217
H 3.042748 -0.835630 -0.808611 -0.21 -0.05 -0.17 0.222
H 2.096766 -2.041690 0.093770 0.13 0.04 -0.03 0.195
N -1.877242 1.648201 0.637005 0.30 -0.14 -0.30 -0.552
O -0.609718 2.303717 0.513247 0.34 -0.50 -0.29 -0.607
H 0.042716 1.596668 0.216017 -0.97 0.70 0.33 0.490
H -2.591108 2.321630 0.367291 0.37 0.22 0.03 0.351
H -1.996363 1.478463 1.635920 -0.02 -0.09 -0.21 0.352
```
Positions in Å, forces in eV/Å.

Computed properties:
- Energy relative to the best compared isomer or geometry (same formula, charge and spin): 6.128 eV
- Net charge: 0
- E_LUMO: 0.9 eV
- E_HOMO: -0.277 Eh



[6]
The following is a DFT calculation (the ωB97M-V functional and the def2-TZVPD basis) of a 2-piece molecular cluster, C3H9NO3 overall.

XYZ file:
```
16
Properties=species:S:1:pos:R:3:forces:R:3:nbo_charge:R:1
C 1.759617 1.064702 1.196000 -0.20 0.15 -0.25 -0.417
N 1.626786 -0.072938 0.282821 0.10 -0.25 0.74 -0.592
C 0.313938 -0.652423 0.423065 -0.14 -0.18 -0.24 -0.336
C 0.063742 -1.907092 -0.375279 0.02 0.29 0.03 0.786
O 0.739381 -2.350958 -1.252536 0.11 -0.15 -0.18 -0.562
O -1.138990 -2.424080 -0.008000 -0.35 0.24 -0.21 -0.704
H 2.741134 1.499878 1.060424 0.20 0.13 0.09 0.207
H 1.019381 1.821589 0.932600 0.02 0.05 -0.10 0.189
H 1.598041 0.842776 2.261406 0.08 -0.21 -0.09 0.167
H 2.307955 -0.767020 0.573859 0.09 -0.04 -0.29 0.355
H -0.006587 -0.853754 1.453216 -0.03 0.14 0.06 0.195
H -0.399841 0.040955 -0.027311 -0.22 0.17 0.27 0.215
H -1.547001 -2.842807 -0.780915 0.32 -0.35 0.17 0.497
O -3.319256 2.456079 -1.813836 0.30 -0.20 -0.03 -0.931
H -3.388834 1.604076 -2.257417 -0.18 0.03 -0.02 0.466
H -2.369465 2.541017 -1.668099 -0.11 0.16 0.04 0.466
```
Positions in Å, forces in eV/Å.

Computed properties:
- Energy relative to the best compared isomer or geometry (same formula, charge and spin): 1.219 eV
- SMILES: CNCC(=O)O.O
- Net charge: 0
- E_LUMO: 0.3 eV
- E_HOMO: -0.352 Eh



[7]
The following is a DFT calculation (the ωB97M-V functional and the def2-TZVPD basis) of a 2-piece molecular cluster, C3H9NO3 overall in a non-equilibrium geometry.

XYZ file:
```
16
Properties=species:S:1:pos:R:3:forces:R:3:nbo_charge:R:1
C -0.990597 1.236261 0.024609 -0.01 -0.11 0.19 -0.741
C -0.620033 -0.209166 -0.105205 -0.98 -0.74 -1.25 0.711
O -1.519947 -1.103507 -0.289954 0.81 1.14 -0.45 -0.726
C 0.837478 -0.522656 -0.480527 0.08 -0.13 0.41 0.134
N 1.088067 0.029258 -1.780370 -0.06 0.06 0.11 -0.822
O 1.740632 0.006586 0.483483 -0.11 -0.05 -0.15 -0.737
H -0.195632 1.806294 0.502339 -0.03 0.01 -0.01 0.241
H -1.931652 1.338721 0.561837 0.03 -0.01 0.00 0.238
H -1.145271 1.619082 -0.987363 0.02 -0.05 -0.02 0.257
H 0.917683 -1.613675 -0.541809 -0.01 0.09 0.01 0.178
H 1.219194 1.033014 -1.716865 0.01 -0.03 0.01 0.364
H 1.928441 -0.367212 -2.182134 -0.06 -0.01 0.05 0.378
H 1.468025 -0.346195 1.344034 -0.03 0.00 -0.12 0.495
O -0.524774 -0.994765 1.783500 -0.95 -0.87 -0.68 -0.985
H -1.263278 -1.465024 0.969314 1.38 0.92 1.94 0.534
H -1.008337 -0.447016 2.415109 -0.09 -0.21 -0.03 0.478
```
Positions in Å, forces in eV/Å.

Computed properties:
- Energy relative to the best compared isomer or geometry (same formula, charge and spin): 2.590 eV
- SMILES: CC(=O)[C@@H](N)O.O
- Net charge: 0
- E_LUMO: 0.7 eV
- E_HOMO: -0.362 Eh



[8]
The following is a DFT calculation (the ωB97M-V functional and the def2-TZVPD basis) of a 2-piece molecular cluster, C3H9NO3 overall in a non-equilibrium geometry.

XYZ file:
```
16
Properties=species:S:1:pos:R:3:forces:R:3:nbo_charge:R:1
C -0.483985 1.043526 -0.770606 -0.75 1.04 0.60 0.609
C 1.598086 -0.073069 0.210118 -0.80 -0.24 0.84 -0.383
C -1.580058 -1.125386 0.774112 0.29 0.21 -0.26 -0.479
N -0.943427 0.068241 1.304579 -0.62 -0.24 0.94 -0.362
O -1.072467 1.161717 0.367261 0.98 -0.04 -1.37 -0.340
O -0.183752 2.161214 -1.424100 -0.14 -0.63 0.28 -0.637
O 1.469458 -1.004963 -0.867801 0.09 -0.05 -0.21 -0.761
H -0.253491 2.911921 -0.812710 -0.04 -0.04 0.02 0.503
H 2.340006 -1.227015 -1.214370 -0.06 0.01 0.06 0.468
H 0.489293 -0.059693 0.879424 1.00 0.25 -0.92 0.271
H -0.431455 0.142206 -1.365014 0.21 -0.16 0.17 0.211
H 2.067446 0.863030 -0.113438 -0.16 0.02 0.02 0.153
H 2.220110 -0.489933 1.013360 0.09 0.01 -0.12 0.175
H -1.043535 -1.580773 -0.069863 -0.06 -0.16 -0.04 0.163
H -2.623394 -0.954601 0.487364 -0.03 0.00 0.03 0.187
H -1.568834 -1.836422 1.601686 0.00 0.02 -0.05 0.222
```
Positions in Å, forces in eV/Å.

Computed properties:
- Energy relative to the best compared isomer or geometry (same formula, charge and spin): 6.718 eV
- Net charge: 0
- E_LUMO: 0.5 eV
- E_HOMO: -0.271 Eh